This record from the OMol25 dataset describes one molecule with the formula C6H12IN. The level of theory is ωB97M-V with the def2-TZVPD basis set.

The geometry in XYZ format:
```
20
Properties=species:S:1:pos:R:3:forces:R:3
C 0.588 -1.949 -0.002 0.4 3.0 -5.5
C 1.194 -0.638 0.509 -0.9 -0.2 -3.5
C 0.444 0.544 -0.097 0.7 -0.2 -0.6
C 0.929 0.974 -1.475 2.1 -3.7 -0.9
C -1.029 0.738 -0.002 -1.8 0.3 2.5
C -1.915 -0.070 0.968 -0.3 -1.3 -2.6
N -0.073 1.430 0.889 -0.2 1.2 0.0
I 0.241 3.446 1.153 0.0 -0.2 -0.6
H 1.285 -2.361 -0.850 -1.6 0.3 1.7
H -0.419 -1.614 -0.501 1.8 -1.1 0.6
H 0.325 -2.603 0.708 -0.5 -2.7 2.6
H 2.197 -0.473 0.200 1.1 -0.3 -0.5
H 1.248 -0.608 1.510 -0.4 0.4 3.7
H 2.062 0.872 -1.714 -1.8 0.9 1.0
H 0.453 1.825 -1.798 -0.5 2.5 -0.6
H 0.557 0.203 -2.219 0.1 0.5 0.9
H -1.624 1.228 -0.801 1.0 0.0 0.3
H -1.262 -0.594 1.624 0.3 -0.5 0.7
H -2.531 -0.803 0.394 0.5 0.1 0.3
H -2.670 0.455 1.505 -0.1 1.1 0.5
```
Positions in Å, forces in eV/Å.

Calculated values
gap between HOMO and LUMO = 0.3211 Ha
relative energy (zero: lowest compared OMol25 entry of this formula, charge and spin) = 42.7 kcal per mole
LUMO level = 0.1598 eV
HOMO level = -8.5790 eV

=====

This record from the OMol25 dataset describes C28H18Br2MgN8 as an isolated structure. The level of theory is ωB97M-V with the def2-TZVPD basis set.

The geometry in XYZ format:
```
57
Properties=species:S:1:pos:R:3:forces:R:3
Mg -14.043 -9.890 0.249 0.3 -0.2 0.0
C -18.137 -8.292 0.867 0.0 0.0 -0.6
C -16.816 -8.421 0.401 0.6 -0.8 0.1
N -15.887 -9.215 1.026 -1.4 1.0 -0.9
C -16.246 -9.789 2.181 0.5 -0.1 0.3
C -17.537 -9.596 2.659 -0.5 0.2 -1.4
N -18.505 -8.968 1.965 0.9 0.7 0.1
C -15.202 -10.682 2.823 0.5 -0.3 0.3
C -15.251 -11.273 4.090 -1.7 1.1 -0.5
C -14.228 -12.091 4.504 1.0 -0.9 -0.5
C -13.166 -12.344 3.629 0.1 -0.6 -0.7
C -13.185 -11.773 2.360 0.2 -0.1 1.6
N -14.134 -10.923 2.027 -1.9 0.7 -0.2
C -12.153 -11.924 1.344 0.5 0.1 -1.3
C -10.847 -11.940 1.608 -1.1 -0.1 1.7
N -9.792 -11.858 0.773 1.4 -1.0 0.1
C -9.748 -11.090 -0.207 1.2 1.2 -1.0
C -10.865 -10.175 -0.591 -0.3 0.5 -2.1
N -12.706 -11.803 0.032 0.5 -1.1 -0.4
C -14.260 -12.771 5.793 1.2 -0.3 1.0
C -13.035 -12.932 6.489 -2.3 -0.8 0.3
C -13.116 -13.477 7.788 0.9 0.9 -0.8
N -14.257 -13.875 8.342 0.9 -0.1 0.3
C -15.361 -13.850 7.606 0.7 -0.2 0.8
C -15.417 -13.286 6.369 -0.6 0.1 -1.2
H -18.910 -7.678 0.286 1.2 -1.1 1.0
H -16.464 -7.998 -0.545 -0.4 0.2 0.4
H -17.854 -10.059 3.547 -0.3 -0.6 1.1
H -16.103 -11.133 4.774 0.4 0.1 -0.5
H -12.413 -13.120 3.813 -0.4 0.5 0.2
H -10.595 -12.031 2.659 0.3 0.0 0.1
H -8.805 -10.984 -0.765 -0.4 -0.5 0.0
H -10.623 -9.590 -1.529 0.3 -0.5 1.0
H -12.123 -12.778 5.960 0.7 0.5 0.2
H -12.152 -13.485 8.337 -1.0 -0.4 0.1
H -16.213 -14.322 8.048 -0.5 -0.1 0.2
H -16.358 -13.406 5.831 0.2 0.5 -0.1
Br -12.910 -15.052 -2.101 0.0 0.4 -0.3
C -12.978 -13.194 -2.137 0.3 1.5 0.9
C -13.821 -12.403 -2.852 0.5 -0.6 0.6
C -13.930 -10.989 -2.471 -0.1 -0.8 -0.1
N -13.168 -10.335 -1.652 -0.1 0.4 -1.3
C -12.025 -11.018 -1.063 -1.6 -0.3 1.3
C -12.032 -12.502 -1.116 0.2 -1.1 -0.3
C -11.140 -9.125 0.458 1.7 0.6 -0.7
C -10.005 -8.407 0.883 -1.2 0.0 0.0
C -10.173 -7.272 1.644 0.1 0.3 0.7
Br -8.656 -6.407 2.367 -0.4 -0.1 -0.3
C -11.465 -6.846 1.981 -0.3 -1.6 -1.0
C -12.514 -7.638 1.493 -0.6 0.7 1.7
N -12.367 -8.768 0.750 -0.8 1.3 0.8
H -14.551 -12.818 -3.549 0.3 0.2 0.2
H -14.864 -10.530 -2.836 0.6 0.2 0.2
H -11.064 -13.092 -0.907 -1.8 1.1 -0.2
H -9.024 -8.691 0.587 0.6 -0.4 -0.2
H -11.631 -6.022 2.641 -0.2 0.4 0.1
H -13.538 -7.400 1.911 1.1 -0.3 -1.0
```
Positions in Å, forces in eV/Å.

Calculated values
gap between HOMO and LUMO = 0.2675 Ha
LUMO level = -6.7183 eV
HOMO level = -13.9986 eV
charge = +2

=====

This record from the OMol25 dataset describes a 2-piece molecular cluster, C3H3P overall. The level of theory is ωB97M-V with the def2-TZVPD basis set.

The geometry in XYZ format:
```
7
Properties=species:S:1:pos:R:3:forces:R:3
C -1.713 -1.343 -0.094 2.9 0.8 -0.1
C -0.524 -0.982 -0.141 -1.6 0.5 -0.4
C 0.557 -0.210 -0.184 1.0 -0.4 0.6
P 2.128 0.236 0.041 -0.6 -0.6 -0.3
H -2.539 -1.911 0.108 -1.7 -1.0 0.2
H 0.309 2.632 -0.016 -0.1 0.2 0.0
H 1.782 1.578 0.285 0.1 0.6 0.0
```
Positions in Å, forces in eV/Å.

Calculated values
gap between HOMO and LUMO (spin up / spin down) = 0.2723 / 0.2974 Ha
relative energy (zero: lowest compared OMol25 entry of this formula, charge and spin) = 102.6 kcal per mole
LUMO level (spin up / spin down) = -0.8009 / -1.0247 eV
HOMO level (spin up / spin down) = -8.2119 / -9.1180 eV

=====

This record from the OMol25 dataset describes C11H10BrNSSm as an isolated structure. The level of theory is ωB97M-V with the def2-TZVPD basis set.

The geometry in XYZ format:
```
25
Properties=species:S:1:pos:R:3:forces:R:3
C 1.328 -1.761 0.682 -0.7 -2.6 -0.7
C 1.226 -1.979 2.098 -0.6 -1.7 -1.5
C 0.031 -2.769 2.348 3.0 -2.3 -3.0
H 1.878 -1.612 2.840 0.6 0.3 0.7
C -0.619 -2.995 1.066 2.4 -0.5 -0.1
C 0.166 -2.360 0.050 2.7 -1.4 1.1
H -0.074 -2.303 -0.977 -0.1 0.0 -0.9
H 2.076 -1.200 0.193 0.6 0.5 -0.4
H -0.319 -3.084 3.286 1.9 -3.2 0.1
H -1.546 -3.478 0.936 -0.8 -0.5 -0.1
Sm -0.570 -0.609 1.326 -6.4 -2.6 2.8
Br 0.196 1.334 0.597 3.8 9.3 -3.4
C -0.833 3.489 -2.345 0.9 -0.4 -0.3
C -0.835 2.484 -3.352 0.8 0.3 0.5
C 0.517 2.136 -3.628 -0.3 0.6 0.7
H -1.704 2.063 -3.823 -0.3 -0.1 -0.2
C 1.353 2.926 -2.792 -1.0 0.0 0.0
C 0.520 3.762 -1.999 -0.3 -0.7 -0.8
H 0.853 4.475 -1.268 0.1 0.2 0.2
H -1.701 3.959 -1.920 -0.3 0.1 0.1
H 0.847 1.406 -4.344 0.1 -0.2 -0.2
H 2.428 2.897 -2.765 0.3 0.0 0.0
S -1.272 -1.614 3.329 -6.8 4.7 6.1
C -1.796 -2.348 4.759 2.4 2.7 -5.6
N -2.150 -2.818 5.704 -1.9 -2.6 5.0
```
Positions in Å, forces in eV/Å.

Calculated values
spin multiplicity = 6
gap between HOMO and LUMO (spin up / spin down) = 0.1635 / 0.1649 Ha
relative energy (zero: lowest compared OMol25 entry of this formula, charge and spin) = 225.1 kcal per mole
LUMO level (spin up / spin down) = 1.8130 / 1.8488 eV
HOMO level (spin up / spin down) = -2.6352 / -2.6373 eV
charge = -1
expectation value of S² = 8.7966